1.
C4H3N3 | ωB97M-V/def2-TZVPD

Each line ends with the Mulliken charge.
CARTESIAN COORDINATES (ANGSTROEM)
1 C -1.361 0.325 -0.270  -0.109
2 C 0.015 0.290 0.206  0.407
3 C 0.907 1.428 0.122  0.153
4 C 0.550 -1.021 0.379  -0.015
5 H -1.584 -1.724 -0.137  0.309
6 H -2.925 -0.935 -0.741  0.268
7 H -1.790 1.377 -0.243  0.338
8 N -1.968 -0.877 -0.740  -0.489
9 N 1.698 2.324 0.201  -0.433
10 N 1.075 -2.140 0.324  -0.428

Its strongest force on any atom is 8.0 eV Å⁻¹. The lowest unoccupied orbital energy is -0.0282 Eh. The HOMO-LUMO gap is 8.75 eV. Its structure (SMILES) is N#CC(C#N)=CN. As for the energy above the lowest of the compared OMol25 structures with the same formula, charge and spin: 203.7 kJ/mol. As for the multiplicity: 1.

2.
C32H28BiBrF5N9O2S3Te | ωB97M-V/def2-TZVPD

Each line ends with the Mulliken charge.
CARTESIAN COORDINATES (ANGSTROEM)
1 Bi 0.637 -1.282 0.117  1.090
2 C 1.065 -0.733 2.516  -0.443
3 C 0.191 -1.821 2.823  -0.637
4 C 0.915 -3.008 2.703  -0.903
5 C 2.253 -2.681 2.383  -0.504
6 C 2.361 -1.295 2.301  -0.765
7 H 0.842 0.306 2.712  0.580
8 H -0.836 -1.692 3.131  0.678
9 H 0.531 -4.011 2.826  0.435
10 H 3.050 -3.390 2.225  0.476
11 H 3.255 -0.724 2.107  0.659
12 N -2.602 -3.021 1.448  -0.350
13 C -2.779 -2.320 0.309  -0.088
14 N -1.810 -1.778 -0.378  0.978
15 C -2.281 -1.229 -1.562  -0.303
16 C -3.616 -1.335 -1.740  -0.432
17 S -4.341 -2.149 -0.408  -0.224
18 C -1.351 -0.633 -2.530  -0.620
19 C -1.727 0.001 -3.662  -0.627
20 S -0.345 0.498 -4.564  -0.230
21 C 0.674 -0.178 -3.334  -0.181
22 N 0.021 -0.724 -2.341  0.778
23 N 2.024 -0.106 -3.407  0.203
24 H -1.683 -3.019 1.862  -0.035
25 H -3.393 -3.201 2.039  0.185
26 H -4.214 -1.002 -2.569  0.441
27 H -2.720 0.195 -4.027  0.463
28 H 2.418 0.059 -4.319  0.248
29 H 2.491 -0.825 -2.849  0.204
30 Br 3.391 2.014 -7.021  -0.157
31 C 3.269 3.079 -5.460  -0.132
32 C 4.426 3.562 -4.864  -0.533
33 C 4.318 4.341 -3.723  -0.348
34 C 3.073 4.585 -3.153  0.237
35 C 1.921 4.101 -3.765  -0.185
36 C 2.020 3.366 -4.935  -0.458
37 N 3.022 5.520 -2.071  -0.473
38 N 2.287 5.346 -1.103  -0.478
39 C 1.670 4.092 -0.849  0.084
40 C 0.339 4.123 -0.514  -0.425
41 C -0.390 2.963 -0.233  -0.751
42 C 0.226 1.727 -0.229  0.133
43 O -0.422 0.624 0.039  0.044
44 C 1.636 1.693 -0.485  0.227
45 N 2.233 0.484 -0.359  0.224
46 C 3.529 0.361 -0.503  -0.555
47 C 4.347 1.473 -0.741  -1.439
48 C 3.773 2.707 -0.868  -0.778
49 C 2.370 2.855 -0.787  0.955
50 H 5.392 3.357 -5.301  0.453
51 H 5.201 4.759 -3.257  0.439
52 H 0.947 4.327 -3.352  0.421
53 H 1.124 3.019 -5.437  0.647
54 H -0.158 5.085 -0.505  0.449
55 H -1.442 3.015 0.011  0.543
56 H 3.934 -0.641 -0.427  0.601
57 H 5.418 1.346 -0.801  0.467
58 H 4.396 3.577 -1.007  0.692
59 F 1.419 -3.140 -4.057  -0.444
60 Te 1.863 -3.807 -2.367  1.931
61 F 1.241 -5.453 -3.006  -0.394
62 F 3.485 -4.464 -3.020  -0.426
63 F 0.046 -3.598 -1.912  -0.518
64 F 2.017 -4.691 -0.720  -0.412
65 O 2.573 -2.299 -1.705  -0.761
66 C -2.987 -0.629 7.086  -1.434
67 C -3.647 -0.772 5.755  0.831
68 C -4.814 -1.434 5.528  -0.863
69 C -5.275 -1.509 4.188  0.993
70 N -4.646 -0.965 3.175  -0.331
71 C -3.498 -0.259 3.388  -0.385
72 S -2.624 0.497 2.204  -0.218
73 N -3.024 -0.218 4.693  0.022
74 C -6.532 -2.261 3.875  -1.294
75 H -3.636 -1.001 7.874  0.367
76 H -2.749 0.416 7.289  0.369
77 H -2.055 -1.196 7.104  0.320
78 H -5.360 -1.889 6.339  0.370
79 H -2.163 0.299 4.814  0.269
80 H -7.219 -2.259 4.720  0.408
81 H -6.287 -3.301 3.644  0.265
82 H -7.010 -1.828 3.000  0.356

Its strongest force on any atom is 1.4 eV Å⁻¹. The lowest unoccupied orbital energy is -0.0175 Eh. The HOMO-LUMO gap is 7.23 eV. As for the energy above the lowest of the compared OMol25 structures with the same formula, charge and spin: 114.6 kJ/mol. As for the multiplicity: 1.

3.
C41H40BBrClN7O6 | ωB97M-V/def2-TZVPD

Each line ends with the Mulliken charge.
CARTESIAN COORDINATES (ANGSTROEM)
1 O 2.613 -5.318 -0.476  -0.379
2 C 2.314 -5.168 -1.598  0.437
3 Cl 1.629 -6.621 -2.469  -0.236
4 C 2.466 -3.816 -2.371  -0.999
5 C 1.266 -2.835 -1.943  0.292
6 C 1.022 -1.899 -3.196  -0.804
7 C 2.237 -1.012 -3.595  0.189
8 O 3.276 -1.384 -3.999  -0.427
9 Br 2.000 0.964 -3.469  -0.204
10 O 0.188 -3.699 -1.585  -0.211
11 C -0.989 -3.060 -1.228  0.236
12 O -1.166 -2.837 -0.063  -0.544
13 C -2.125 -2.720 -2.248  0.652
14 C -3.323 -2.218 -1.676  -0.731
15 C -4.456 -1.920 -2.529  0.102
16 C -4.168 -2.183 -3.920  -0.452
17 C -2.882 -2.675 -4.298  -0.497
18 N -1.808 -2.995 -3.539  -0.185
19 B 1.878 -1.919 -0.750  0.587
20 O 2.787 -2.400 0.218  -0.543
21 O 1.494 -0.571 -0.589  -0.639
22 H 2.408 -4.047 -3.459  0.560
23 H 3.449 -3.337 -2.165  0.352
24 H 0.827 -2.571 -4.075  0.590
25 H 0.145 -1.228 -3.055  0.597
26 H -3.401 -2.086 -0.581  0.443
27 H -5.425 -1.557 -2.103  0.578
28 H -4.947 -2.000 -4.686  0.336
29 H -2.725 -2.824 -5.395  0.327
30 H 2.290 -2.392 1.058  0.313
31 H 0.537 -0.542 -0.779  0.324
32 N 6.150 1.483 0.561  -0.591
33 C 5.200 0.557 0.398  -0.357
34 C 4.123 0.397 1.255  0.191
35 C 4.025 1.242 2.349  -0.577
36 C 5.000 2.209 2.541  -0.263
37 C 6.034 2.288 1.622  -0.482
38 H 5.320 -0.083 -0.470  0.422
39 H 3.382 -0.369 1.071  0.369
40 H 3.199 1.149 3.044  0.387
41 H 4.958 2.887 3.384  0.474
42 H 6.819 3.030 1.728  0.483
43 N -6.977 -0.507 -0.516  -0.211
44 C -7.804 -1.546 -0.350  -0.048
45 C -8.762 -1.618 0.648  -0.864
46 C -8.871 -0.554 1.529  -0.147
47 C -8.026 0.532 1.379  -0.611
48 C -7.103 0.508 0.346  -0.540
49 H -7.679 -2.357 -1.061  0.489
50 H -9.406 -2.483 0.732  0.393
51 H -9.608 -0.572 2.323  0.386
52 H -8.081 1.381 2.048  0.382
53 H -6.422 1.337 0.187  0.666
54 N 8.659 4.027 3.900  -0.495
55 C 9.920 4.341 3.589  -0.433
56 C 10.982 3.453 3.672  -0.434
57 C 10.726 2.163 4.106  -0.237
58 C 9.427 1.810 4.436  -0.695
59 C 8.436 2.769 4.317  -0.064
60 H 10.073 5.362 3.256  0.411
61 H 11.983 3.765 3.404  0.418
62 H 11.529 1.440 4.185  0.385
63 H 9.189 0.811 4.778  0.411
64 H 7.404 2.538 4.561  0.670
65 N 7.314 4.490 7.797  -0.538
66 C 7.575 4.887 9.046  -0.234
67 C 8.793 5.411 9.451  -0.348
68 C 9.801 5.530 8.508  -0.443
69 C 9.556 5.125 7.206  -0.288
70 C 8.302 4.616 6.902  -0.315
71 H 6.757 4.771 9.749  0.371
72 H 8.947 5.718 10.477  0.362
73 H 10.768 5.934 8.785  0.366
74 H 10.319 5.201 6.442  0.326
75 H 8.063 4.289 5.899  0.792
76 N -7.482 -2.945 -4.285  -0.182
77 C -8.672 -2.589 -3.790  -0.224
78 C -9.704 -3.482 -3.545  -0.653
79 C -9.494 -4.821 -3.834  -0.165
80 C -8.269 -5.214 -4.350  -0.653
81 C -7.302 -4.243 -4.554  -0.061
82 H -8.790 -1.530 -3.583  0.455
83 H -10.646 -3.137 -3.140  0.401
84 H -10.276 -5.550 -3.658  0.384
85 H -8.069 -6.250 -4.588  0.367
86 H -6.327 -4.502 -4.952  0.350
87 N -6.838 3.727 -3.268  -0.562
88 C -7.037 2.548 -2.670  -0.458
89 C -6.827 1.324 -3.285  0.184
90 C -6.389 1.320 -4.600  -0.283
91 C -6.177 2.530 -5.243  -0.465
92 C -6.414 3.698 -4.534  -0.284
93 H -7.383 2.603 -1.643  0.480
94 H -7.002 0.401 -2.751  0.243
95 H -6.214 0.384 -5.118  0.377
96 H -5.835 2.567 -6.269  0.383
97 H -6.259 4.669 -4.993  0.361

Its strongest force on any atom is 3.6 eV Å⁻¹. The lowest unoccupied orbital energy is -0.0156 Eh. The HOMO-LUMO gap is 8.79 eV. Its structure (SMILES) is O=C(Cl)C[C@@](CC(=O)Br)(OC(=O)c1ccccn1)B(O)O.c1ccncc1.c1ccncc1.c1ccncc1.c1ccncc1.c1ccncc1.c1ccncc1. As for the multiplicity: 1.

4.
C27H27F2N5O2 | ωB97M-V/def2-TZVPD

Each line ends with the Mulliken charge.
CARTESIAN COORDINATES (ANGSTROEM)
1 O -2.427 -2.968 2.613  -0.700
2 C -2.207 -2.551 1.485  0.464
3 N -2.905 -1.526 0.953  0.065
4 C -2.747 -0.922 -0.348  -0.774
5 H -3.719 -0.942 -0.859  0.291
6 C -2.294 0.538 -0.182  -0.922
7 N -3.248 1.276 0.620  0.106
8 C -4.305 1.942 0.022  0.666
9 C -4.102 2.802 -1.068  0.532
10 C -5.119 3.518 -1.661  -0.594
11 C -6.407 3.426 -1.164  -0.423
12 C -6.643 2.611 -0.073  -0.924
13 C -5.619 1.883 0.504  -0.330
14 H -5.854 1.250 1.344  0.267
15 H -7.640 2.529 0.335  0.387
16 H -7.207 3.988 -1.619  0.381
17 H -4.881 4.157 -2.497  0.428
18 F -2.852 2.974 -1.577  -0.328
19 C -3.412 0.646 1.911  -1.217
20 H -2.434 0.663 2.405  0.380
21 C -3.860 -0.818 1.781  -0.724
22 H -4.848 -0.875 1.310  0.385
23 H -3.891 -1.305 2.756  0.397
24 H -4.110 1.216 2.522  0.605
25 H -1.328 0.552 0.332  0.313
26 H -2.172 0.989 -1.163  0.495
27 H -2.014 -1.469 -0.936  0.414
28 C -1.151 -3.219 0.656  0.641
29 N -0.354 -2.478 -0.105  -0.009
30 C 0.619 -3.074 -0.785  0.674
31 C 0.831 -4.449 -0.739  -0.809
32 C 0.016 -5.220 0.073  -0.559
33 C -0.990 -4.597 0.791  -0.765
34 H -1.649 -5.142 1.448  0.512
35 H 0.162 -6.288 0.144  0.432
36 H 1.619 -4.881 -1.336  0.543
37 C 1.466 -2.262 -1.720  0.430
38 O 1.828 -2.763 -2.774  -0.687
39 N 1.772 -0.991 -1.386  0.227
40 C 1.633 -0.369 -0.091  -0.287
41 H 0.992 -0.969 0.552  0.379
42 C 3.020 -0.200 0.537  -1.104
43 N 3.856 0.593 -0.343  0.329
44 C 4.893 1.348 0.185  0.170
45 C 4.664 2.267 1.219  0.496
46 C 5.655 3.071 1.739  -0.615
47 C 6.936 3.001 1.220  -0.411
48 C 7.196 2.117 0.189  -0.839
49 C 6.198 1.304 -0.315  -0.237
50 H 6.441 0.609 -1.103  0.401
51 H 8.191 2.048 -0.226  0.382
52 H 7.716 3.631 1.617  0.378
53 H 5.404 3.756 2.534  0.426
54 F 3.414 2.403 1.736  -0.310
55 C 4.011 -0.035 -1.637  -0.719
56 H 4.603 0.612 -2.285  0.605
57 C 2.626 -0.220 -2.264  -1.358
58 H 2.708 -0.753 -3.213  0.479
59 H 2.164 0.759 -2.426  0.349
60 H 4.504 -1.017 -1.558  0.322
61 H 2.921 0.281 1.507  0.494
62 H 3.467 -1.198 0.688  0.232
63 H 1.182 0.618 -0.229  0.170

Its strongest force on any atom is 0.7 eV Å⁻¹. The lowest unoccupied orbital energy is 0.0133 Eh. The HOMO-LUMO gap is 8.23 eV. Its structure (SMILES) is O=C(c1cccc(C(=O)N2CCN(c3ccccc3F)CC2)n1)N1CCN(c2ccccc2F)CC1. As for the energy above the lowest of the compared OMol25 structures with the same formula, charge and spin: 0.0 kJ/mol. As for the multiplicity: 1.

5.
C11H15F5KN2O17S4 | ωB97M-V/def2-TZVPD

Each line ends with the Mulliken charge.
CARTESIAN COORDINATES (ANGSTROEM)
1 K -2.149 0.839 -0.393  1.126
2 N -3.764 -2.964 -3.085  -0.295
3 S -3.964 -4.278 -2.218  1.025
4 O -3.742 -4.121 -0.810  -0.574
5 O -3.452 -5.468 -2.809  -0.599
6 F -5.546 -4.428 -2.338  -0.275
7 S -2.227 -2.519 -2.787  1.013
8 O -1.160 -3.445 -2.981  -0.607
9 O -2.084 -1.622 -1.679  -0.384
10 F -2.148 -1.566 -4.046  -0.279
11 N -4.062 1.629 -2.196  -0.202
12 S -3.757 1.824 -3.803  1.050
13 O -2.369 1.701 -4.067  -0.559
14 O -4.533 2.806 -4.471  -0.609
15 F -4.334 0.439 -4.265  -0.239
16 S -4.516 3.075 -1.735  1.088
17 O -5.904 3.404 -1.773  -0.647
18 O -3.609 4.154 -1.965  -0.571
19 F -4.297 2.724 -0.152  -0.324
20 C 1.504 0.261 5.070  -1.628
21 C 0.850 -0.550 3.992  1.359
22 C 0.095 -1.787 4.483  -0.440
23 O -1.105 -1.777 3.675  -0.333
24 C -1.193 -0.606 3.012  0.575
25 O -2.028 -0.346 2.217  -0.508
26 O -0.197 0.229 3.394  -0.341
27 H 0.835 0.422 5.920  0.384
28 H 1.755 1.261 4.714  0.351
29 H 2.403 -0.218 5.460  0.397
30 H 1.585 -0.820 3.231  -0.412
31 H -0.212 -1.706 5.524  0.272
32 H 0.606 -2.712 4.231  0.283
33 C 3.530 -3.313 0.003  -1.510
34 C 3.403 -1.969 0.694  0.475
35 C 3.927 -0.787 -0.157  -0.542
36 O 2.811 0.074 -0.307  -0.277
37 C 1.688 -0.514 0.204  0.422
38 O 0.625 -0.007 0.124  -0.210
39 O 1.994 -1.686 0.784  -0.381
40 H 2.987 -3.268 -0.940  0.399
41 H 3.092 -4.104 0.613  0.361
42 H 4.568 -3.617 -0.146  0.393
43 H 3.817 -1.956 1.701  0.266
44 H 4.319 -1.151 -1.106  0.297
45 H 4.712 -0.228 0.355  0.307
46 C 2.710 3.908 -0.127  -0.315
47 C 2.548 4.472 -1.534  0.275
48 O 1.533 3.663 -2.072  -0.288
49 C 0.808 3.130 -1.045  0.311
50 O -0.188 2.527 -1.183  -0.240
51 O 1.423 3.376 0.141  -0.264
52 F 3.685 4.325 -2.273  -0.304
53 H 3.010 4.648 0.610  0.282
54 H 3.470 3.121 -0.138  0.169
55 H 2.248 5.520 -1.549  0.278

Its strongest force on any atom is 2.7 eV Å⁻¹. The lowest unoccupied orbital energy is 0.0470 Eh. The HOMO-LUMO gap is 7.57 eV. The total charge is -1. As for the energy above the lowest of the compared OMol25 structures with the same formula, charge and spin: 0.0 kJ/mol. As for the multiplicity: 1.

6.
C31H47GeN6O6PbSSe | ωB97M-V/def2-TZVPD

Each line ends with the Mulliken charge.
CARTESIAN COORDINATES (ANGSTROEM)
1 Pb 0.372 -1.101 0.709  1.450
2 O -2.830 -1.848 1.455  0.026
3 O -1.550 -2.389 1.615  -0.750
4 N 2.719 -0.800 1.066  -0.676
5 C 3.878 -0.837 1.179  0.481
6 N 5.144 -0.798 1.301  0.011
7 C 6.039 -0.958 0.161  -0.379
8 C 6.725 -2.323 0.226  -0.631
9 C 7.436 -2.483 1.567  -0.699
10 C 6.445 -2.301 2.713  -0.538
11 C 5.782 -0.927 2.609  -0.755
12 H 6.790 -0.163 0.222  0.308
13 H 5.462 -0.842 -0.758  0.145
14 H 7.442 -2.395 -0.591  0.357
15 H 5.983 -3.114 0.104  0.295
16 H 8.233 -1.741 1.645  0.324
17 H 7.894 -3.472 1.628  0.335
18 H 6.953 -2.380 3.672  0.360
19 H 5.678 -3.077 2.668  0.277
20 H 6.535 -0.138 2.689  0.315
21 H 5.032 -0.782 3.388  0.453
22 C -5.994 -4.194 -0.344  -1.174
23 Ge -4.354 -5.302 -0.138  0.462
24 C -3.009 -4.965 -1.560  -0.889
25 C -4.776 -7.228 0.120  -1.103
26 C -3.512 -4.631 1.611  -1.105
27 Se -4.121 -2.886 2.141  0.533
28 C -3.623 -2.943 4.005  -1.018
29 H -6.587 -4.549 -1.183  0.391
30 H -5.724 -3.155 -0.523  0.298
31 H -6.608 -4.247 0.552  0.408
32 H -3.484 -4.966 -2.538  0.375
33 H -2.248 -5.740 -1.557  0.417
34 H -2.528 -4.003 -1.402  -0.041
35 H -5.255 -7.601 -0.780  0.376
36 H -5.452 -7.368 0.960  0.384
37 H -3.862 -7.790 0.286  0.383
38 H -2.423 -4.545 1.581  0.463
39 H -3.783 -5.301 2.425  0.598
40 H -4.320 -3.607 4.512  0.425
41 H -3.704 -1.943 4.429  0.376
42 H -2.602 -3.312 4.082  0.307
43 C 0.005 9.636 0.166  -1.276
44 C 0.584 8.282 0.480  -0.391
45 S -0.838 7.125 0.676  1.182
46 O -1.547 6.992 -0.557  -0.641
47 O -1.545 7.453 1.870  -0.633
48 C -0.101 5.427 0.965  -0.922
49 C -1.278 4.636 1.507  -0.877
50 N -1.255 3.204 1.252  0.332
51 C -0.218 2.350 1.332  0.594
52 N -0.608 1.105 1.045  -0.246
53 C -1.939 1.152 0.798  -0.487
54 C -2.361 2.448 0.920  -0.191
55 N -3.716 2.884 0.722  1.089
56 O -4.011 4.012 1.018  -0.616
57 O -4.448 2.035 0.272  -0.629
58 C 1.169 2.700 1.707  -1.572
59 H 0.807 10.373 0.076  0.384
60 H -0.658 9.963 0.965  0.370
61 H -0.543 9.614 -0.774  0.356
62 H 1.103 8.258 1.434  0.377
63 H 1.198 7.880 -0.321  0.370
64 H 0.728 5.521 1.656  0.524
65 H 0.224 5.086 -0.013  0.496
66 H -2.187 5.034 1.041  0.564
67 H -1.386 4.805 2.583  0.161
68 H -2.535 0.287 0.591  0.786
69 H 1.186 3.280 2.628  0.471
70 H 1.650 3.290 0.930  0.315
71 H 1.738 1.785 1.853  0.296
72 C 3.704 -0.355 -4.032  -0.462
73 C 3.597 0.259 -2.783  -0.964
74 C 2.451 0.129 -2.034  -0.218
75 C 1.339 -0.579 -2.543  0.296
76 C 1.470 -1.205 -3.809  0.013
77 C 2.640 -1.102 -4.528  -0.863
78 N 0.201 -0.676 -1.806  -0.106
79 C -1.006 -0.649 -2.399  0.545
80 C -1.217 -0.003 -3.650  0.004
81 C -2.478 0.098 -4.182  -0.921
82 C -3.573 -0.437 -3.506  -0.547
83 C -3.388 -1.090 -2.285  -0.616
84 C -2.138 -1.183 -1.730  0.281
85 H 4.609 -0.252 -4.609  0.472
86 H 4.417 0.858 -2.414  0.508
87 H 2.352 0.621 -1.080  0.649
88 H 0.670 -1.840 -4.162  0.632
89 H 2.734 -1.606 -5.478  0.451
90 H -0.385 0.489 -4.131  0.646
91 H -2.626 0.617 -5.117  0.458
92 H -4.565 -0.321 -3.909  0.501
93 H -4.234 -1.526 -1.776  0.498
94 H -1.982 -1.712 -0.802  -0.020

Its strongest force on any atom is 1.7 eV Å⁻¹. The lowest unoccupied orbital energy (alpha / beta) is -0.4235 / -0.4232 Eh. The HOMO-LUMO gap (alpha / beta) is 4.35 / 4.36 eV. The total charge is +3. As for the energy above the lowest of the compared OMol25 structures with the same formula, charge and spin: 92.7 kJ/mol. As for the multiplicity: 1.

Question: The highest strongest force on any atom belongs to which entry?
Answer: C4H3N3